# C61H138F15N8O20S5

A cluster of 13 separate species, C61H138F15N8O20S5 in total in a non-equilibrium geometry (the ωB97M-V functional and the def2-TZVPD basis, OMol25).

Results
Gap between HOMO and LUMO in eV: 4.012
Lowest unoccupied orbital energy in Eh: -0.1764
Net charge: +3

Last column: Mulliken charge in e.
Cartesian coordinates (Å):
C 5.91996 8.08398 5.06397  -1.410
C 7.12594 7.54988 5.73028  0.063
C 6.90350 6.46666 6.84944  -0.597
O 8.17798 6.33074 7.47770  -0.333
C 8.20251 5.47206 8.62029  -0.792
N 8.01031 6.98138 4.63803  -0.245
H 7.42485 6.27481 4.21602  0.348
H 8.46754 7.66856 4.05593  0.330
H 8.84018 6.61737 5.08402  0.337
H 6.09927 8.49255 4.06946  0.399
H 5.36591 8.74888 5.72656  0.361
H 5.35423 7.15236 5.05265  0.401
H 7.67444 8.44487 6.02395  0.417
H 6.64819 5.50922 6.39531  0.356
H 6.13539 6.76661 7.56229  0.448
H 7.79949 5.99295 9.48882  0.332
H 9.25393 5.42122 8.90322  0.288
H 7.87324 4.43799 8.51840  0.297
C 6.12506 -0.98561 -5.35286  -1.315
C 4.66803 -0.96908 -5.85441  0.023
C 4.48883 -0.05068 -7.02833  -0.842
O 3.15101 -0.18718 -7.58357  -0.321
C 3.10884 0.39204 -8.89898  -0.739
N 4.12423 -2.34232 -6.25251  -0.231
H 4.72857 -2.54130 -7.03691  0.365
H 4.09041 -2.95398 -5.44950  0.347
H 3.24447 -2.36746 -6.74798  0.329
H 6.15866 -1.72972 -4.55707  0.420
H 6.31386 -0.05446 -4.81861  0.443
H 6.95404 -1.28159 -5.99573  0.350
H 3.92110 -0.58886 -5.15755  0.357
H 5.14741 -0.54430 -7.74297  0.418
H 4.78755 0.97111 -6.79418  0.486
H 2.12384 0.39987 -9.36568  0.253
H 3.81110 -0.16801 -9.51645  0.320
H 3.43878 1.42897 -8.96234  0.333
C 5.02966 10.93598 -5.87142  -0.892
N 6.23645 11.86558 -5.90033  -0.204
C 5.79934 13.28058 -5.30601  -0.836
C 7.33366 11.35981 -4.92170  -0.806
C 6.63403 11.98380 -7.37434  -0.453
C 7.78534 12.93189 -7.81397  -0.684
O 8.95352 12.69743 -7.10222  -0.483
H 5.29031 9.88885 -6.02541  0.380
H 4.19677 11.27950 -6.48493  0.420
H 4.60923 11.07834 -4.87590  0.411
H 5.31540 13.08401 -4.34932  0.406
H 5.04430 13.49172 -6.06328  0.403
H 6.66582 13.93951 -5.36167  0.335
H 8.22762 11.98345 -4.92177  0.334
H 7.77150 10.41306 -5.23796  0.347
H 6.81148 11.33088 -3.96535  0.423
H 5.70647 12.24583 -7.88335  0.436
H 6.83866 10.94366 -7.62802  0.422
H 7.52700 13.93483 -7.47421  0.306
H 7.89211 12.85594 -8.89607  0.411
H 9.50710 12.09005 -7.59845  0.323
C -5.61042 2.93725 -8.56635  -0.819
N -4.94589 2.03868 -9.69358  0.016
C -3.42086 1.92214 -9.46772  -0.943
C -5.59905 0.68301 -9.62459  -0.873
C -5.20485 2.74530 -11.03805  -0.497
C -4.57764 2.08593 -12.27366  -0.762
O -4.98992 0.77338 -12.35530  -0.507
H -5.79528 2.42211 -7.62371  0.322
H -6.61867 3.18373 -8.89917  0.398
H -5.09062 3.89499 -8.59176  0.402
H -3.00266 1.42845 -10.34492  0.404
H -3.27201 1.22680 -8.64161  0.381
H -2.95513 2.88650 -9.26473  0.358
H -5.03968 -0.05460 -10.20004  0.386
H -6.58387 0.86255 -10.05588  0.373
H -5.72294 0.54856 -8.55003  0.321
H -4.67204 3.68800 -10.91338  0.365
H -6.24587 2.97989 -11.26016  0.467
H -3.50815 2.23361 -12.42357  0.452
H -5.07316 2.60209 -13.09594  0.400
H -5.90935 0.79851 -12.63029  0.356
C 8.94567 -1.97753 4.05660  -0.887
N 7.40433 -2.25015 4.32780  -0.025
C 6.60518 -2.07036 3.02703  -1.014
C 7.29056 -3.71086 4.70300  -0.957
C 6.95680 -1.23493 5.41592  -0.430
C 5.64491 -1.54475 6.20639  -0.735
O 4.44721 -1.74986 5.41072  -0.471
H 9.53416 -2.42886 4.85540  0.366
H 9.17492 -0.92585 3.88480  0.378
H 9.10840 -2.43219 3.07941  0.408
H 6.93647 -1.19894 2.46224  0.426
H 5.54087 -2.19349 3.22752  0.358
H 6.90697 -2.89127 2.37654  0.475
H 7.97805 -3.95087 5.51408  0.384
H 7.56694 -4.19745 3.76761  0.481
H 6.29948 -3.99438 5.05723  0.326
H 6.67029 -0.38401 4.79790  0.327
H 7.75642 -0.93982 6.09533  0.467
H 5.28802 -0.82001 6.93815  0.481
H 5.69446 -2.41709 6.85805  0.331
H 3.71173 -1.35449 5.88437  0.311
C -1.61570 -5.69235 7.50123  -1.243
C -2.84531 -4.86622 7.77476  -0.626
C -3.37318 -4.85077 9.10698  -0.374
C -3.93254 -6.25135 9.59025  -1.509
N -4.24892 -6.47335 11.12633  0.626
C -5.02060 -7.79003 11.33979  -0.602
C -6.44805 -7.41480 11.91746  -0.605
C -6.22111 -6.03908 12.60927  -0.737
C -5.30413 -5.42186 11.55582  -0.846
C -2.97336 -6.39714 12.02036  -0.972
C -1.70680 -7.02893 11.42205  0.088
C -0.43947 -6.72247 12.32858  -1.382
H -0.66393 -5.39865 7.94392  0.324
H -1.41914 -5.86038 6.44235  0.379
H -1.75153 -6.69942 7.89552  0.293
H -3.51810 -5.31734 7.04543  0.233
H -2.71896 -3.83839 7.43459  0.409
H -4.21855 -4.16288 9.09103  0.424
H -2.66563 -4.26786 9.69662  0.356
H -3.35466 -7.08791 9.19739  0.738
H -4.87179 -6.46364 9.07953  0.696
H -4.66705 -8.37610 12.18809  0.379
H -5.12037 -8.30003 10.38164  0.318
H -6.66861 -8.23435 12.60142  0.362
H -7.18188 -7.25918 11.12666  0.303
H -5.91780 -6.05372 13.65611  0.339
H -7.22950 -5.62714 12.64881  0.358
H -4.85901 -4.44121 11.72403  0.474
H -5.93268 -5.21531 10.68958  0.398
H -3.09278 -6.73523 13.04970  0.557
H -2.86945 -5.32153 12.16305  0.350
H -1.59524 -6.65188 10.40544  0.039
H -1.71485 -8.11882 11.40847  0.318
H -0.60600 -7.09559 13.33910  0.378
H -0.11341 -5.68451 12.26208  0.360
H 0.38922 -7.34440 11.99008  0.394
C -11.44932 -7.47942 0.02837  -1.250
C -9.99783 -7.19883 -0.57915  -0.611
C -9.02718 -8.37343 -0.55944  -0.310
C -7.72492 -8.07141 -1.30818  -1.038
N -6.67517 -9.23723 -1.65856  0.422
C -5.34770 -8.72674 -2.29492  -0.944
C -4.38767 -8.41721 -1.12855  -0.469
C -5.08632 -8.85359 0.13867  -0.773
C -6.12207 -9.81631 -0.31426  -0.776
C -7.28357 -10.43038 -2.48576  -0.942
C -7.51152 -10.12447 -4.02047  -0.291
C -8.07591 -11.40035 -4.71300  -1.344
H -11.90364 -8.46243 -0.09565  0.363
H -12.10633 -6.64454 -0.21535  0.341
H -11.39271 -7.50731 1.11654  0.347
H -9.46562 -6.42608 -0.02443  0.332
H -10.11688 -6.79655 -1.58518  0.405
H -9.48813 -9.25089 -1.01296  0.285
H -8.77825 -8.66113 0.46201  0.256
H -7.19578 -7.27233 -0.78898  0.539
H -7.97300 -7.57733 -2.24757  0.466
H -4.92564 -9.56144 -2.85460  0.371
H -5.58486 -8.00680 -3.07821  0.497
H -3.44535 -8.96438 -1.10139  0.435
H -4.31944 -7.32952 -1.10908  0.215
H -4.29371 -9.24436 0.77677  0.442
H -5.54339 -8.10437 0.78509  0.334
H -5.57458 -10.74854 -0.45321  0.436
H -6.89107 -10.05535 0.42031  0.516
H -8.20036 -10.72122 -1.97291  0.538
H -6.62381 -11.29389 -2.40120  0.408
H -6.60379 -9.79290 -4.52464  0.347
H -8.18041 -9.31772 -4.32019  0.368
H -8.43886 -11.08847 -5.69233  0.389
H -8.96006 -11.79817 -4.21488  0.351
H -7.35590 -12.21579 -4.78197  0.346
C -3.26540 -1.76452 0.88370  -1.298
C -3.54864 -1.05530 -0.45843  -0.567
C -2.32083 -0.44529 -1.09546  -0.437
C -1.95236 0.82769 -0.21912  -1.150
N -0.62901 1.52488 -0.54989  0.429
C 0.61093 0.74676 0.01908  -0.663
C 1.06672 1.36289 1.31373  -0.566
C 0.83037 2.83415 0.86940  -0.678
C -0.58381 2.85625 0.24257  -0.436
C -0.58285 1.66455 -2.13340  -0.605
C 0.37405 2.72544 -2.72775  -0.343
C -0.26046 3.98883 -3.26557  -1.426
H -2.46822 -2.50756 0.86142  0.327
H -4.09729 -2.38638 1.21437  0.396
H -3.20440 -1.12607 1.76505  0.380
H -4.37981 -0.37480 -0.27356  0.300
H -3.86256 -1.78121 -1.20850  0.347
H -2.62366 -0.09273 -2.08141  0.318
H -1.50620 -1.14912 -1.26600  0.415
H -1.83730 0.44618 0.79543  0.454
H -2.73287 1.58835 -0.20145  0.550
H 1.38408 1.01357 -0.70145  0.395
H 0.41286 -0.32505 0.00961  0.362
H 2.11115 1.24647 1.60307  0.401
H 0.38939 1.22045 2.15577  0.318
H 1.55564 3.23456 0.16105  0.320
H 0.92046 3.42027 1.78398  0.438
H -0.58773 3.69941 -0.44821  0.087
H -1.33654 2.82456 1.03029  0.445
H -1.55692 1.98669 -2.50153  0.502
H -0.38063 0.67040 -2.53199  0.371
H 0.82373 2.37276 -3.65592  0.316
H 1.05406 2.98990 -1.91797  0.180
H 0.56843 4.64796 -3.52360  0.401
H -0.88426 4.45635 -2.50373  0.321
H -0.90497 3.67149 -4.08534  0.393
C -1.21165 3.89219 7.78446  0.605
F -0.74836 4.03714 6.61859  -0.202
F -0.21981 4.00356 8.74904  -0.231
F -2.20616 4.77487 7.93910  -0.213
S -1.76281 2.08377 7.83401  1.066
O -0.52553 1.41540 7.34924  -0.684
O -2.12068 1.82494 9.21796  -0.670
O -2.94761 1.86368 6.95920  -0.671
C 6.34467 5.88910 -1.83727  0.619
F 6.63954 5.86392 -3.15777  -0.241
F 6.99732 6.84361 -1.19729  -0.235
F 5.13096 6.09248 -1.69973  -0.205
S 6.82221 4.16381 -1.01662  1.010
O 5.65882 3.29370 -1.40337  -0.623
O 8.14928 3.73637 -1.53568  -0.659
O 6.89573 4.45088 0.43513  -0.665
C 2.62961 7.42500 -10.11927  0.572
F 2.63777 6.33264 -9.40437  -0.221
F 3.57365 8.30779 -9.61273  -0.260
F 3.10254 7.16052 -11.31954  -0.232
S 0.94822 8.38061 -10.32184  1.083
O 0.24379 7.81910 -11.42619  -0.629
O 0.25539 8.15468 -9.02739  -0.675
O 1.34242 9.76973 -10.56515  -0.638
C 2.94611 -5.99036 0.70830  0.591
F 1.78384 -6.55833 0.49833  -0.248
F 2.81967 -4.69471 0.67284  -0.214
F 3.35700 -6.38952 1.91473  -0.237
S 4.22682 -6.55071 -0.65429  1.052
O 3.87141 -7.90480 -1.18472  -0.643
O 4.17932 -5.48993 -1.70231  -0.656
O 5.45110 -6.51143 0.12420  -0.644
C -4.94953 7.80497 -1.90555  0.601
F -3.76223 8.40163 -2.01133  -0.239
F -5.25098 7.30497 -3.07778  -0.242
F -4.83901 6.81847 -0.96742  -0.244
S -6.26365 9.03683 -1.31939  1.120
O -6.47199 8.70778 0.10677  -0.692
O -5.71650 10.36419 -1.49801  -0.652
O -7.52616 8.86028 -1.98555  -0.653